[1]
This record from OMol25 describes C17H27ClIrN5SeSi as an isolated structure at a distorted geometry. The level of theory is ωB97M-V with the def2-TZVPD basis set.

Element x y z (Å)
Ir (-0.360, 0.694, -0.356)
Cl (3.946, 0.433, 0.793)
C (2.880, 1.628, 1.532)
C (3.134, 2.022, 2.867)
C (2.717, 3.257, 3.397)
C (1.885, 3.972, 2.608)
C (1.378, 3.514, 1.349)
C (1.884, 2.330, 0.785)
C (1.332, 1.775, -0.490)
H (3.825, 1.411, 3.433)
H (2.914, 3.548, 4.408)
H (1.597, 4.958, 2.886)
H (0.637, 4.130, 0.783)
H (1.959, 1.149, -1.144)
H (0.974, 2.510, -1.170)
C (-3.647, -0.056, -0.310)
Si (-2.628, 1.595, -0.135)
C (-3.980, 2.109, 1.192)
C (-3.178, 2.595, -1.617)
Se (-1.170, 1.590, 1.766)
H (-3.375, -0.677, -1.209)
H (-4.651, 0.278, -0.564)
H (-3.643, -0.790, 0.549)
H (-4.915, 2.317, 0.710)
H (-3.607, 2.943, 1.760)
H (-4.115, 1.313, 1.935)
H (-3.847, 3.438, -1.393)
H (-3.815, 1.812, -2.144)
H (-2.317, 2.873, -2.277)
N (-0.901, 0.316, -3.385)
C (-0.629, 0.639, -2.266)
C (1.310, -1.506, -1.714)
N (0.387, -1.264, -0.549)
C (1.122, -1.614, 0.684)
N (1.634, -2.997, 0.618)
C (2.489, -3.223, -0.577)
N (1.760, -2.867, -1.832)
C (0.658, -3.778, -1.935)
N (-0.210, -3.617, -0.763)
C (-0.699, -2.265, -0.729)
C (0.462, -3.922, 0.474)
H (2.208, -0.903, -1.686)
H (0.758, -1.260, -2.598)
H (0.384, -1.446, 1.499)
H (2.021, -0.938, 0.790)
H (2.761, -4.279, -0.573)
H (3.370, -2.586, -0.456)
H (1.108, -4.780, -1.982)
H (0.138, -3.517, -2.835)
H (-1.476, -2.092, -0.055)
H (-1.128, -2.061, -1.724)
H (0.853, -4.928, 0.306)
H (-0.195, -3.783, 1.347)

Output
Gap between HOMO and LUMO (alpha / beta): 6.9 / 5.9 eV
LUMO (alpha / beta): 0.45 / -2.62 eV
Spin multiplicity: 5
Energy: -114097.8749 eV
Net charge: 0
Expectation value of S²: 6.02
Molecular weight: 636.2 g/mol

Results of the Löwdin charge analysis, in e, for atoms 1 through 2:
1. Ir 0.993
2. Cl 0.695

---

[2]
This record from OMol25 describes a single C17H27ClN2O3S2 molecule. The level of theory is ωB97M-V with the def2-TZVPD basis set.

Element x y z (Å)
C (1.037, -0.961, -3.554)
C (-0.092, -0.320, -2.761)
S (0.238, 1.448, -2.554)
C (-1.217, 1.883, -1.541)
C (-2.454, 2.129, -2.389)
C (-0.887, 3.120, -0.702)
O (-1.319, 4.213, -1.029)
N (-0.145, 2.963, 0.428)
C (0.088, 4.160, 1.224)
C (0.595, 1.773, 0.814)
C (2.099, 1.945, 0.614)
O (2.788, 0.812, 1.097)
C (2.838, -0.283, 0.201)
C (2.642, -1.579, 0.983)
N (1.290, -2.119, 0.914)
C (1.006, -2.956, -0.236)
C (0.407, -1.832, 1.908)
O (0.644, -1.017, 2.784)
C (-0.902, -2.562, 1.919)
C (-2.164, -1.878, 1.915)
C (-2.299, -0.391, 1.796)
C (-3.205, -2.742, 2.041)
S (-2.701, -4.374, 2.198)
C (-1.059, -3.903, 2.080)
Cl (0.180, -5.083, 2.215)
H (0.858, -2.030, -3.676)
H (1.117, -0.516, -4.546)
H (1.996, -0.829, -3.050)
H (-1.044, -0.452, -3.276)
H (-0.179, -0.775, -1.770)
H (-1.387, 1.036, -0.874)
H (-3.317, 2.329, -1.753)
H (-2.302, 2.992, -3.033)
H (-2.670, 1.257, -3.006)
H (-0.831, 4.737, 1.293)
H (0.406, 3.855, 2.220)
H (0.854, 4.803, 0.784)
H (0.407, 1.547, 1.866)
H (0.255, 0.914, 0.239)
H (2.316, 2.134, -0.443)
H (2.461, 2.794, 1.194)
H (2.070, -0.191, -0.576)
H (3.813, -0.287, -0.301)
H (3.314, -2.352, 0.602)
H (2.887, -1.386, 2.026)
H (-0.062, -3.135, -0.328)
H (1.348, -2.454, -1.143)
H (1.519, -3.918, -0.164)
H (-3.347, -0.096, 1.815)
H (-1.772, 0.106, 2.611)
H (-1.862, -0.032, 0.862)
H (-4.255, -2.497, 2.062)

Output
Gap between HOMO and LUMO: 9.3 eV
LUMO: 0.47 eV
Energy: -61383.0789 eV
Net charge: 0
Molecular weight: 407.0 g/mol

Results of the Löwdin charge analysis, in e, for atoms 1 through 2:
1. C -0.177
2. C -0.538

---

[3]
This record from OMol25 describes C17H27LiN3OS4SbSe as an isolated structure. The level of theory is ωB97M-V with the def2-TZVPD basis set.

Element x y z (Å)
Li (2.137, 2.596, 3.151)
S (3.020, 2.275, 8.141)
Sb (2.294, 2.577, 5.975)
S (0.229, 1.613, 5.452)
S (3.852, 1.742, 4.390)
S (1.946, 4.847, 5.437)
C (-0.816, 3.761, 0.990)
C (0.275, 3.944, 2.028)
N (-0.056, 4.593, 3.126)
O (1.412, 3.512, 1.813)
H (-1.303, 4.707, 0.758)
H (-1.551, 3.064, 1.383)
H (-0.383, 3.329, 0.093)
H (-1.016, 4.834, 3.307)
H (0.629, 4.655, 3.944)
C (1.829, 0.189, -4.272)
C (1.164, 0.823, -3.057)
C (2.072, 0.837, -1.834)
C (2.343, -0.552, -1.247)
N (1.153, -1.325, -0.997)
C (0.252, -1.056, 0.003)
Se (0.281, 0.392, 1.112)
N (-0.661, -2.083, 0.013)
C (-1.746, -2.213, 0.945)
C (-3.110, -1.939, 0.304)
C (-3.276, -0.490, -0.158)
C (-3.482, 0.493, 0.990)
C (-0.327, -2.995, -0.952)
C (-0.913, -4.201, -1.326)
C (-0.325, -4.907, -2.379)
C (0.796, -4.429, -3.024)
C (1.402, -3.230, -2.639)
C (0.824, -2.515, -1.595)
H (1.167, 0.231, -5.136)
H (2.063, -0.854, -4.081)
H (2.752, 0.713, -4.512)
H (0.248, 0.282, -2.818)
H (0.885, 1.850, -3.298)
H (1.620, 1.455, -1.059)
H (3.037, 1.275, -2.093)
H (2.871, -0.414, -0.297)
H (2.968, -1.141, -1.923)
H (-1.567, -1.503, 1.756)
H (-1.725, -3.234, 1.343)
H (-3.886, -2.188, 1.034)
H (-3.231, -2.605, -0.555)
H (-4.136, -0.438, -0.834)
H (-2.385, -0.200, -0.721)
H (-4.312, 0.182, 1.624)
H (-3.702, 1.483, 0.593)
H (-2.583, 0.562, 1.598)
H (-1.774, -4.590, -0.811)
H (-0.765, -5.844, -2.692)
H (1.221, -4.983, -3.851)
H (2.288, -2.882, -3.143)

Output
Gap between HOMO and LUMO: 4.0 eV
LUMO: 3.43 eV
Energy: -140020.7275 eV
Net charge: -2
Molecular weight: 625.4 g/mol

Results of the Löwdin charge analysis, in e, for atoms 1 through 2:
1. Li 0.308
2. S -0.435

---

[4]
This record from OMol25 describes a single C17H27N3O molecule. The level of theory is ωB97M-V with the def2-TZVPD basis set.

Element x y z (Å)
O (-3.020, -2.614, 0.107)
C (-2.238, -2.573, -1.063)
C (-1.886, -1.148, -1.492)
C (-1.132, -0.375, -0.394)
C (0.309, -0.907, -0.238)
N (1.120, 0.112, 0.392)
C (2.336, -0.360, 1.034)
C (3.360, -0.912, 0.077)
C (4.366, -0.105, -0.446)
C (5.230, -0.636, -1.391)
N (5.155, -1.880, -1.830)
C (4.208, -2.654, -1.326)
C (3.292, -2.225, -0.380)
C (1.314, 1.266, -0.469)
C (0.055, 1.482, -1.331)
N (-1.163, 1.049, -0.695)
C (-1.704, 1.931, 0.322)
C (-3.229, 1.747, 0.465)
C (-3.524, 2.056, 1.928)
C (-2.334, 1.435, 2.652)
C (-1.141, 1.791, 1.762)
H (-3.825, -2.105, -0.046)
H (-1.334, -3.138, -0.827)
H (-2.756, -3.085, -1.888)
H (-1.288, -1.188, -2.403)
H (-2.803, -0.601, -1.723)
H (-1.657, -0.541, 0.550)
H (0.710, -1.215, -1.220)
H (0.293, -1.784, 0.411)
H (2.759, 0.489, 1.581)
H (2.046, -1.130, 1.756)
H (4.481, 0.916, -0.113)
H (6.022, -0.036, -1.822)
H (4.186, -3.668, -1.703)
H (2.543, -2.903, 0.001)
H (2.182, 1.152, -1.138)
H (1.491, 2.132, 0.178)
H (-0.032, 2.537, -1.598)
H (0.153, 0.914, -2.261)
H (-1.510, 2.946, -0.040)
H (-3.779, 2.386, -0.224)
H (-3.492, 0.712, 0.250)
H (-4.479, 1.649, 2.258)
H (-3.536, 3.136, 2.088)
H (-2.219, 1.811, 3.668)
H (-2.462, 0.352, 2.704)
H (-0.358, 1.037, 1.800)
H (-0.710, 2.741, 2.080)

Output
Gap between HOMO and LUMO: 8.8 eV
LUMO: 0.75 eV
Energy: -24584.3889 eV
Net charge: 0
Molecular weight: 289.4 g/mol

Results of the Löwdin charge analysis, in e, for atoms 1 through 2:
1. O -0.066
2. C -0.270

---

[5]
This record from OMol25 describes a single C17H27N3O3 molecule. The level of theory is ωB97M-V with the def2-TZVPD basis set.

Element x y z (Å)
C (-4.689, 4.013, 2.647)
C (-4.267, 3.726, 1.208)
C (-5.386, 3.010, 0.455)
C (-2.988, 2.886, 1.184)
C (-1.757, 3.661, 1.613)
O (-1.764, 4.858, 1.809)
C (-0.536, 2.865, 1.762)
C (0.680, 3.375, 2.199)
N (1.574, 2.381, 2.219)
C (0.991, 1.215, 1.803)
C (1.829, 0.009, 1.764)
O (3.000, 0.047, 2.107)
N (1.209, -1.121, 1.353)
C (1.909, -2.375, 1.210)
C (2.234, -2.719, -0.246)
C (0.979, -3.007, -1.071)
N (1.301, -3.242, -2.468)
C (1.853, -4.564, -2.708)
C (2.265, -4.678, -4.175)
O (1.173, -4.457, -5.036)
C (0.615, -3.188, -4.797)
C (0.160, -3.042, -3.345)
C (-0.327, 1.488, 1.511)
H (-4.898, 3.086, 3.178)
H (-3.899, 4.546, 3.170)
H (-5.585, 4.628, 2.664)
H (-4.055, 4.679, 0.714)
H (-5.603, 2.050, 0.919)
H (-6.294, 3.608, 0.468)
H (-5.107, 2.836, -0.583)
H (-3.098, 2.014, 1.833)
H (-2.799, 2.522, 0.170)
H (0.914, 4.381, 2.486)
H (2.545, 2.419, 2.492)
H (0.255, -1.069, 1.039)
H (1.308, -3.173, 1.658)
H (2.840, -2.268, 1.773)
H (2.773, -1.889, -0.704)
H (2.890, -3.589, -0.247)
H (0.429, -3.859, -0.630)
H (0.326, -2.131, -1.036)
H (2.732, -4.711, -2.080)
H (1.115, -5.354, -2.476)
H (2.632, -5.682, -4.396)
H (3.057, -3.943, -4.381)
H (-0.232, -3.091, -5.479)
H (1.357, -2.406, -5.019)
H (-0.236, -2.035, -3.193)
H (-0.643, -3.774, -3.143)
H (-1.063, 0.793, 1.156)

Output
Gap between HOMO and LUMO: 9.3 eV
LUMO: 0.44 eV
Energy: -28680.5207 eV
Net charge: 0
Molecular weight: 321.4 g/mol

Results of the Löwdin charge analysis, in e, for atoms 1 through 2:
1. C -0.072
2. C -0.433